Molecular formula: C5H14
Method: DFT, wB97M-V/def2-TZVPD

Computed properties:
ΔE to the lowest compared entry with this formula, charge and spin   0.546 eV
SMILES string   CCC.CC
Energy   -5411.5035 eV
Frontier orbital gap   12.2 eV
HOMO level   -11.158 eV
Spin multiplicity   1

Each line ends with the Mulliken charge.
Cartesian coordinates (Å):
C 1.6822 -1.7344 -0.7347  -1.024
C 0.1725 -2.0830 -0.6294  -0.168
C -0.4941 -2.1217 0.7206  -1.114
H 1.7976 -0.9310 -1.4549  0.274
H 1.9958 -1.2878 0.2115  0.269
H 2.3276 -2.5818 -0.9226  0.327
H 0.0361 -2.9856 -1.1788  0.340
H -0.3450 -1.3145 -1.1935  0.206
H -0.6561 -3.0896 1.2030  0.303
H -1.5227 -1.7459 0.7923  0.314
H -0.0297 -1.4329 1.4427  0.272
C -1.3107 2.9696 -0.1390  -0.859
C -0.0345 2.7054 0.6795  -0.722
H -1.0303 3.4256 -1.0846  0.270
H -1.9108 2.0771 -0.2749  0.263
H -1.9322 3.7089 0.3575  0.301
H 0.5885 1.9941 0.1415  0.188
H -0.3589 2.3000 1.6404  0.243
H 0.5127 3.6027 0.9773  0.316


Molecular formula: C5H14
Method: DFT, wB97M-V/def2-TZVPD

Computed properties:
ΔE to the lowest compared entry with this formula, charge and spin   0.379 eV
SMILES string   CCC.CC
Energy   -5411.6705 eV
Frontier orbital gap   12.4 eV
HOMO level   -11.328 eV
Spin multiplicity   1

Each line ends with the Mulliken charge.
Cartesian coordinates (Å):
C -1.0468 2.4846 -1.3266  -1.062
C -0.9059 1.0286 -0.7670  0.086
C -2.0875 0.5648 0.0949  -1.222
H -0.2111 3.0767 -0.9785  0.293
H -2.0196 2.9083 -1.0984  0.318
H -0.8955 2.4325 -2.4048  0.241
H -0.7583 0.3431 -1.5973  0.387
H -0.0435 1.0601 -0.1042  -0.031
H -1.9682 0.9085 1.1243  0.293
H -3.0518 0.9021 -0.2830  0.399
H -2.0549 -0.5240 0.1879  0.295
C 1.2732 -1.4401 0.7440  -0.651
C 2.4719 -2.3547 1.0286  -1.062
H 0.4883 -2.0794 0.3473  0.252
H 0.9870 -0.8711 1.6261  0.309
H 1.5010 -0.6992 -0.0238  0.236
H 2.1654 -3.1722 1.6856  0.291
H 3.2251 -1.8561 1.6340  0.320
H 2.9310 -2.7125 0.1110  0.307